Run w
Molecular formula: C31H38AsBrCl2IrN2O6SSi2
Method: DFT, wB97M-V/def2-TZVPD

Results
- LUMO energy: 1.67 eV
- HOMO: -4.93 eV

ORCA input file:
```
! RIJCOSX wB97M-V def2-TZVPD def2/J DEFGRID3
* xyz -1 1
Ir 0.85000 -0.10912 1.59406
O 1.98784 1.90073 -3.46132
C -0.06569 3.32848 -3.85779
C 0.10317 3.27335 -5.26017
C -1.04923 3.82760 -5.79831
C -1.90739 4.23268 -4.74265
C -1.29850 3.94157 -3.53019
C 0.28811 2.53512 -1.36860
C -0.66524 1.38951 -1.38071
O -0.01817 0.15337 -1.47636
N -1.37289 1.45422 -0.05735
N -0.51605 1.30924 0.98260
C -0.50810 2.01445 2.06129
C 0.44376 1.31109 2.92955
Br 2.69973 -1.44114 2.47121
C 0.80881 1.47602 4.20243
C 0.37111 2.51131 5.15049
C 1.23046 2.86403 6.19415
C 0.87670 3.83144 7.12017
C -0.35496 4.46455 7.03057
C -1.23057 4.10732 6.01463
C -0.87539 3.13859 5.08965
H 0.98213 2.60436 -0.56336
H 0.95571 2.86861 -5.78112
H -1.25726 3.92774 -6.85442
H -2.87212 4.70571 -4.85950
H -1.64682 4.16080 -2.53387
H -1.46283 1.48875 -2.12218
H -1.86210 2.34437 0.02050
H -1.08752 2.92570 2.19138
H 1.57197 0.80038 4.57768
H 2.19347 2.37264 6.26724
H 1.56417 4.09005 7.91562
H -0.63633 5.21915 7.75365
H -2.20461 4.57579 5.94958
H -1.59496 2.83836 4.34026
Cl 1.15754 2.88620 -2.73915
C 2.28267 4.00903 -2.21581
Cl 1.50318 5.51461 -1.88071
C 3.36753 1.24678 -0.35313
O 4.14280 1.13486 -1.19718
O 2.61499 1.34137 0.53188
H 2.94276 4.05236 -3.07048
O -0.47864 -6.81827 6.03002
C -0.19052 -5.51594 6.27855
O 0.18230 -5.20216 7.37528
C -0.36068 -4.55195 5.15228
C 0.04238 -3.23454 5.36888
C -0.08648 -2.28131 4.37970
C -0.61878 -2.62412 3.13782
S -0.90301 -1.45433 1.84450
C -1.02687 -3.93763 2.91618
C -0.90062 -4.88854 3.91414
H -0.72634 -6.93116 5.10625
H 0.45833 -2.97690 6.33336
H 0.22934 -1.26260 4.55513
H -1.43362 -4.21284 1.95135
H -1.23920 -5.89422 3.68582
C 0.15989 -0.83382 -5.35624
Si -1.36199 -0.97421 -4.28116
C -2.42465 0.54785 -4.48349
C -2.40506 -2.45299 -4.81224
As -1.01643 -1.34519 -1.95285
Si 0.88601 -2.75526 -2.06375
C 0.48539 -4.08217 -3.33968
C 1.16385 -3.65749 -0.44566
C 2.41924 -1.78817 -2.50300
H -0.15504 -0.69019 -6.39445
H 0.80074 -1.71537 -5.31258
H 0.74163 0.03772 -5.05677
H -2.87535 0.52409 -5.48089
H -1.84669 1.47289 -4.41836
H -3.23747 0.59117 -3.75499
H -2.76295 -2.28102 -5.83123
H -3.27997 -2.56766 -4.16802
H -1.85326 -3.39169 -4.80650
H -0.51030 -4.49810 -3.17120
H 1.20205 -4.90298 -3.24285
H 0.53233 -3.71215 -4.36388
H 0.43696 -4.46512 -0.32997
H 1.09624 -3.01704 0.43341
H 2.16514 -4.09827 -0.45224
H 2.28979 -1.14575 -3.37341
H 3.24424 -2.48349 -2.68536
H 2.70619 -1.15111 -1.66616
*
```

Run x
Molecular formula: C31H38AsBrCl2IrN2O6SSi2
Method: DFT, wB97M-V/def2-TZVPD

Results
- LUMO energy: 1.77 eV
- HOMO: -5.39 eV

ORCA input file:
```
! RIJCOSX wB97M-V def2-TZVPD def2/J DEFGRID3
* xyz -1 1
Ir 0.24083 -0.45239 0.12593
O -1.92306 -0.14785 -3.40429
C -1.13229 -0.71514 -4.34427
C -1.51220 -0.61687 -5.68006
C -0.73663 -1.19926 -6.66818
C 0.43031 -1.87819 -6.34132
C 0.80437 -1.97070 -5.00914
C 0.03547 -1.40580 -4.00208
C 0.44263 -1.52863 -2.55566
O 0.21546 -0.31861 -1.89501
N -0.30777 -2.60884 -1.91305
N 0.17751 -2.76853 -0.63424
C -0.68044 -2.96508 0.31079
C -0.31445 -3.42664 1.64780
Br 1.46929 -3.99501 1.88977
C -1.20866 -3.39292 2.63515
C -1.05143 -3.79651 4.04042
C -1.48523 -2.92379 5.03696
C -1.34985 -3.26211 6.37302
C -0.80051 -4.48563 6.72969
C -0.38313 -5.36734 5.74266
C -0.50340 -5.02428 4.40514
H -1.39009 -0.09611 -2.57451
H -2.41785 -0.07389 -5.91756
H -1.04193 -1.11348 -7.70394
H 1.04289 -2.32406 -7.11376
H 1.71401 -2.49382 -4.73462
H 1.49506 -1.83688 -2.48628
H -1.30641 -2.38156 -1.91947
H -1.75259 -2.92159 0.10730
H -2.16527 -2.94516 2.37337
H -1.88962 -1.95840 4.75961
H -1.66347 -2.56148 7.13593
H -0.69451 -4.75040 7.77433
H 0.04250 -6.32534 6.01423
H -0.17508 -5.71235 3.63756
Cl -2.46250 0.77525 3.68754
C -0.82610 1.14233 3.08196
Cl -0.12912 2.50144 3.98078
C 0.05850 -0.11541 3.23733
O 0.39381 -0.45759 4.35297
O 0.42316 -0.71463 2.15557
H -0.93009 1.45870 2.05334
O -4.25796 6.19644 0.35945
C -4.93904 5.05375 0.08607
O -6.12069 5.10861 -0.12131
C -4.14287 3.79748 0.06761
C -4.81778 2.58645 0.22752
C -4.12623 1.39656 0.24705
C -2.73245 1.37011 0.08195
S -2.01589 -0.22865 0.14222
C -2.06660 2.57457 -0.11523
C -2.76455 3.77140 -0.11134
H -3.35798 5.97698 0.62812
H -5.89213 2.60381 0.35302
H -4.65580 0.46463 0.40209
H -0.99904 2.58177 -0.26625
H -2.20368 4.68327 -0.29058
C 0.32395 2.77321 -2.94951
Si 1.84794 2.30534 -1.96077
C 2.92184 1.15501 -2.99021
C 2.83409 3.90322 -1.74125
As 1.30441 1.72390 0.27335
Si 3.28633 0.57487 0.86873
C 4.79216 1.59470 0.38218
C 3.37710 0.29872 2.71490
C 3.35810 -1.08422 -0.01981
H 0.63364 3.35116 -3.82567
H -0.36539 3.39237 -2.37267
H -0.22163 1.89460 -3.29168
H 3.13130 1.64383 -3.94720
H 2.41752 0.21420 -3.20049
H 3.87924 0.94263 -2.51180
H 3.13864 4.29679 -2.71566
H 3.73348 3.75790 -1.14058
H 2.22558 4.66341 -1.24576
H 4.76554 2.56692 0.87958
H 4.86507 1.76583 -0.69174
H 5.70080 1.07868 0.70623
H 3.17217 1.22068 3.26307
H 4.38469 -0.03705 2.98020
H 2.66499 -0.45562 3.04989
H 3.42020 -0.95158 -1.10115
H 2.50373 -1.73812 0.19254
H 4.24508 -1.63403 0.31317
*
```

Of them, run w has the lowest stability.

Run w
Molecular formula: C4H8NO2
Method: DFT, wB97M-V/def2-TZVPD

Results
- LUMO energy: 3.85 eV
- SMILES string: CN(C)CC(=O)[O-]
- HOMO: -3.80 eV

ORCA input file:
```
! RIJCOSX wB97M-V def2-TZVPD def2/J DEFGRID3
* xyz -1 1
C 0.40988 -0.17591 -1.49837
N -0.51969 -0.18463 -0.42915
C -0.60556 -1.68182 0.18563
C -0.21766 0.60270 0.74280
C 0.45447 1.98193 0.81772
O 0.73407 2.29996 2.02835
O 0.73221 2.47287 -0.27129
H 1.44223 0.10577 -1.15900
H -0.19516 0.48280 -2.32360
H 0.51237 -1.18152 -2.01379
H 0.33140 -2.04074 0.41661
H -1.16680 -2.29047 -0.53018
H -1.12293 -1.44517 1.16017
H -1.07421 0.92748 1.37173
H 0.28538 0.12674 1.50237
*
```

Run x
Molecular formula: C4H8NO2
Method: DFT, wB97M-V/def2-TZVPD

Results
- LUMO energy: 4.18 eV
- SMILES string: CC[C@@H](N)C(=O)[O-]
- HOMO: -3.78 eV

ORCA input file:
```
! RIJCOSX wB97M-V def2-TZVPD def2/J DEFGRID3
* xyz -1 1
C 1.04965 -0.91163 1.34205
C 0.16890 -0.94015 0.11038
C -0.45012 0.36268 -0.23464
N 0.45230 1.48787 -0.11700
C -1.12575 0.37067 -1.59436
O -1.68483 1.55096 -1.73942
O -1.40513 -0.79290 -1.93314
H 0.45927 -0.50878 2.17578
H 1.93549 -0.37026 1.32582
H 1.19846 -1.98664 1.63703
H -0.56039 -1.79128 0.16906
H 0.80785 -1.08433 -0.66181
H -1.21543 0.58562 0.52535
H 0.67217 1.83370 -1.09372
H -0.30243 2.19447 0.08862
*
```

Of them, run w has the lowest stability.

Run w
Molecular formula: C3H7NOS
Method: DFT, wB97M-V/def2-TZVPD

Results
- LUMO energy: 0.76 eV
- SMILES string: C=NOCSC
- HOMO: -8.48 eV

ORCA input file:
```
! RIJCOSX wB97M-V def2-TZVPD def2/J DEFGRID3
* xyz 0 1
C -2.65789 -0.84721 0.13266
N -1.51455 -0.49463 -0.49576
O -0.69029 0.25863 0.32162
C 0.04089 1.13389 -0.49852
S 1.53613 0.22472 -1.01090
C 2.36519 -0.21826 0.33517
H -3.68721 -1.14510 -0.56117
H -3.13362 -0.86599 1.21882
H -0.40877 1.32195 -1.54324
H 0.29855 1.91862 0.05134
H 3.05221 -0.84219 -0.19313
H 2.97751 0.39162 1.07006
H 1.82185 -0.83605 1.17304
*
```

Run x
Molecular formula: C3H7NOS
Method: DFT, wB97M-V/def2-TZVPD

Results
- LUMO energy: 0.70 eV
- SMILES string: C/C(CS)=N\O
- HOMO: -9.11 eV

ORCA input file:
```
! RIJCOSX wB97M-V def2-TZVPD def2/J DEFGRID3
* xyz 0 1
C 0.62801 -0.50469 1.18162
C -0.28320 0.05089 0.02853
C 0.11959 0.95172 -1.16220
S 1.48548 0.01917 -2.03630
N -1.48634 -0.20073 0.00954
O -2.07420 -1.03324 0.82498
H 0.86482 -1.57495 0.65689
H 0.03246 -0.71629 2.08594
H 1.53971 0.17578 1.42584
H -0.83725 1.05633 -1.61865
H 0.68029 1.90852 -0.93979
H 2.45571 0.50879 -1.19361
H -3.12507 -0.64129 0.73719
*
```

Of them, run w has the lowest stability.

Run w
Molecular formula: C3H7NOS
Method: DFT, wB97M-V/def2-TZVPD

Results
- LUMO energy: 0.46 eV
- SMILES string: N[C@@H](C=O)CS
- HOMO: -9.23 eV

ORCA input file:
```
! RIJCOSX wB97M-V def2-TZVPD def2/J DEFGRID3
* xyz 0 1
N -0.96286 0.89223 -0.84233
C 0.32135 0.64840 -0.21484
C 0.69516 1.61184 0.99134
O -0.09322 2.25490 1.67671
C 0.43187 -0.75905 0.30889
S -0.12241 -2.17705 -0.81871
H -1.67820 0.58806 -0.23415
H -1.07163 1.86780 -0.90585
H 1.09633 0.72764 -1.06637
H 1.83025 1.62245 1.08430
H -0.06535 -0.91717 1.30165
H 1.50643 -1.02449 0.48105
H -0.86390 -1.32349 -1.59103
*
```

Run x
Molecular formula: C3H7NOS
Method: DFT, wB97M-V/def2-TZVPD

Results
- LUMO energy: 0.74 eV
- SMILES string: NC(=O)CCS
- HOMO: -9.20 eV

ORCA input file:
```
! RIJCOSX wB97M-V def2-TZVPD def2/J DEFGRID3
* xyz 0 1
N -0.51973 0.38080 2.13566
C -0.90852 0.01785 0.88542
O -2.06988 0.02724 0.53788
C 0.24976 -0.31919 -0.02787
C -0.01612 0.11887 -1.43035
S 1.24288 -0.53816 -2.57230
H -1.18311 0.45029 2.88956
H 0.36202 -0.00709 2.43498
H 1.12604 0.21617 0.34503
H 0.45239 -1.39068 -0.00441
H -0.01151 1.20955 -1.45578
H -0.98714 -0.19997 -1.78593
H 2.26292 0.03430 -1.95189
*
```

Run y
Molecular formula: C3H7NOS
Method: DFT, wB97M-V/def2-TZVPD

Results
- LUMO energy: 0.29 eV
- HOMO: -8.16 eV

ORCA input file:
```
! RIJCOSX wB97M-V def2-TZVPD def2/J DEFGRID3
* xyz 0 1
C -0.14824 -1.19508 1.23048
C -0.67399 1.64762 -0.27328
C -1.06035 0.23963 0.71887
N 0.12193 1.39667 -1.19050
O 1.93883 -0.20105 -2.62635
S 1.02464 -0.29532 -1.53252
H 0.56293 -1.43363 0.40000
H -0.87992 -1.87851 1.52628
H -1.82800 -0.14147 0.01569
H 0.39731 -0.88157 2.21391
H -1.55559 0.51343 1.64473
H 0.37811 2.07777 -1.79120
H 1.72234 0.15152 -0.33610
*
```

Of them, run y has the lowest stability.

Run w
Molecular formula: C5H7NS
Method: DFT, wB97M-V/def2-TZVPD

Results
- LUMO energy (spin up / spin down): -0.39 / -0.90 eV
- HOMO (spin up / spin down): -7.50 / -7.37 eV

ORCA input file:
```
! RIJCOSX wB97M-V def2-TZVPD def2/J DEFGRID3
* xyz 0 1
C -1.08017 -0.94547 -0.02344
C -2.48800 -0.94943 0.17568
C -0.10559 1.32679 -0.24698
C -0.31414 2.54054 0.13815
C 1.17365 -0.72867 -0.14528
N -0.07652 -0.00203 -0.12789
S -3.73873 0.15438 -0.02646
H -0.77070 -1.87211 0.19322
H -2.94506 -1.96021 0.40238
H -0.39289 3.42466 -0.64213
H -0.71177 2.86165 1.02987
H 1.90306 -0.01633 0.14532
H 1.02134 -1.48516 0.70483
H 1.25765 -1.08358 -1.09849
*
```

Run x
Molecular formula: C5H7NS
Method: DFT, wB97M-V/def2-TZVPD

Results
- LUMO energy (spin up / spin down): 0.17 / 0.17 eV
- HOMO (spin up / spin down): -7.74 / -7.74 eV

ORCA input file:
```
! RIJCOSX wB97M-V def2-TZVPD def2/J DEFGRID3
* xyz 0 1
C 0.66777 -0.24025 -1.44952
C -0.38064 0.61179 -0.83436
C -0.33149 0.60694 0.72321
C -0.53079 -0.74951 1.27309
C 0.36498 -2.16634 -0.18861
N 0.97033 -1.42387 -1.06034
S -1.37539 -1.96081 0.35647
H 1.26941 0.15912 -2.25307
H -0.29041 1.63566 -1.19826
H -1.36753 0.22458 -1.10495
H 0.60748 1.02786 1.09617
H -1.13312 1.27129 1.05838
H 0.00254 -1.06944 2.15267
H 0.90268 -2.92239 0.35412
*
```

Run y
Molecular formula: C5H7NS
Method: DFT, wB97M-V/def2-TZVPD

Results
- LUMO energy: 0.98 eV
- SMILES string: C1[C@@H]2S[C@H]1[C@H]1N[C@H]12
- HOMO: -8.35 eV

ORCA input file:
```
! RIJCOSX wB97M-V def2-TZVPD def2/J DEFGRID3
* xyz 0 1
C -1.29459 0.93398 -0.06649
C -0.46863 -0.21454 -1.08209
S -1.35672 -1.54832 -0.04786
C -0.82943 -0.12899 1.00749
C 0.77777 -0.18869 0.86741
N 1.40478 -1.26298 0.07214
C 1.01242 -0.07473 -0.67544
H -2.28988 1.07429 -0.44599
H -0.82936 1.95196 0.24134
H -0.57500 -0.07292 -2.16556
H -0.94744 -0.01050 2.12626
H 1.26506 0.37870 1.42383
H 2.46916 -1.43866 0.00312
H 1.66188 0.60139 -1.25816
*
```

Of them, run w has the lowest stability.

Run w
Molecular formula: C5H7NS
Method: DFT, wB97M-V/def2-TZVPD

Results
- LUMO energy: 0.77 eV
- SMILES string: CC/C=C\N=C=S
- HOMO: -8.63 eV

ORCA input file:
```
! RIJCOSX wB97M-V def2-TZVPD def2/J DEFGRID3
* xyz 0 1
C -0.51104 -1.16848 0.85790
C 0.05432 -1.36672 -0.54199
C 0.53199 -0.15367 -1.28261
C 0.53847 1.14032 -0.94310
N 0.09404 1.64301 0.26763
C -0.18638 2.37715 1.15828
S -0.58276 3.30050 2.37997
H -0.82626 -2.12548 1.30244
H 0.22039 -0.74296 1.54150
H -1.37388 -0.52686 0.86103
H -0.72022 -1.87422 -1.17737
H 0.91012 -2.04797 -0.48710
H 0.91264 -0.34840 -2.29955
H 0.93857 1.89378 -1.63704
*
```

Run x
Molecular formula: C5H7NS
Method: DFT, wB97M-V/def2-TZVPD

Results
- LUMO energy: 0.93 eV
- SMILES string: Cc1cc(S)c[nH]1
- HOMO: -7.57 eV

ORCA input file:
```
! RIJCOSX wB97M-V def2-TZVPD def2/J DEFGRID3
* xyz 0 1
C 0.10483 0.64443 2.17244
C -0.00184 0.20543 0.72252
C -0.40530 0.91884 -0.37224
C -0.37126 0.04131 -1.47815
S -0.76256 0.49169 -3.11637
C 0.20683 -1.14877 -1.06944
N 0.41297 -1.02520 0.26840
H 1.16019 0.52896 2.57992
H -0.58638 0.10863 2.80031
H -0.12971 1.68156 2.23000
H -0.66320 1.97122 -0.37398
H -0.39517 -0.68925 -3.63009
H 0.67264 -1.97782 -1.62428
H 0.75796 -1.75103 0.89096
*
```

Run y
Molecular formula: C5H7NS
Method: DFT, wB97M-V/def2-TZVPD

Results
- LUMO energy: 0.67 eV
- SMILES string: CC1=NC=CCS1
- HOMO: -8.50 eV

ORCA input file:
```
! RIJCOSX wB97M-V def2-TZVPD def2/J DEFGRID3
* xyz 0 1
C 2.47646 -0.16014 0.34690
C 0.97131 0.06046 0.20788
N 0.51833 0.54045 -0.85985
C -0.85299 0.72477 -1.18937
C -1.96614 0.36591 -0.62681
C -1.80759 -0.44129 0.63277
S 0.01468 -0.50730 1.56731
H 2.88460 0.05716 1.39544
H 3.03962 0.43604 -0.41109
H 2.59972 -1.25504 0.09758
H -0.74031 1.34467 -2.11683
H -2.91174 0.63091 -0.91606
H -1.80810 -1.57034 0.37609
H -2.41784 -0.22625 1.49604
*
```

Of them, run y has the lowest stability.